Here is a molecular structure, C24H26IrN4O4SSe2 from the Open Molecules 2025 dataset. Energies are from ωB97M-V/def2-TZVPD.

Structure (XYZ):
```
62
Properties=species:S:1:pos:R:3:lowdin_charge:R:1
Ir -1.48177 0.61356 0.11591 0.953
C 1.78978 3.23313 2.75082 -0.072
C 0.29331 2.96947 2.87225 -0.388
C -0.30010 3.81218 4.00808 -0.053
C -0.48739 3.21787 1.59855 -0.232
C -1.79062 2.67660 1.48258 -0.171
C -2.60826 3.03276 0.40801 -0.133
C -2.14911 3.88167 -0.60889 -0.280
C -3.01396 4.20892 -1.78960 -0.032
C -0.85982 4.36085 -0.49956 -0.014
C -0.03917 4.03996 0.58710 -0.024
H 2.29629 2.93709 3.67059 0.082
H 1.99257 4.29503 2.59739 0.081
H 2.23290 2.68065 1.92118 0.064
H 0.14941 1.91761 3.13825 0.112
H -0.21304 4.87528 3.77420 0.090
H 0.22952 3.62388 4.94371 0.080
H -1.35601 3.58876 4.16274 0.078
H -2.21296 2.13172 2.31973 0.100
H -3.63237 2.68164 0.38102 0.069
H -2.75855 3.54749 -2.61911 0.081
H -2.87338 5.24154 -2.11015 0.081
H -4.06825 4.05763 -1.55905 0.084
H -0.47407 5.01289 -1.27524 0.121
H 0.95506 4.46507 0.63334 0.107
C 2.57196 -6.35522 -2.70151 -0.049
C 1.53326 -5.39408 -2.19253 -0.268
C 1.90025 -4.23641 -1.51274 -0.033
C 0.94528 -3.33699 -1.06702 -0.052
C -0.39693 -3.58904 -1.30372 -0.270
C -0.78446 -4.73605 -1.98211 -0.038
C 0.17928 -5.63046 -2.41688 -0.029
S -1.66626 -2.50069 -0.69938 0.525
O -2.82078 -2.73637 -1.52137 -0.305
O -1.80345 -2.72194 0.72311 -0.424
N -0.97083 -1.04563 -0.90131 -0.373
C -0.76008 -0.70474 -2.31855 -0.167
C -1.38342 0.63474 -2.69732 -0.603
O -1.35568 1.02595 -3.84212 0.073
O -1.88797 1.32713 -1.70381 -0.226
H 3.52846 -6.20557 -2.20212 0.074
H 2.72974 -6.21892 -3.77330 0.086
H 2.26125 -7.38823 -2.54531 0.080
H 2.95017 -4.03497 -1.33250 0.110
H 1.23431 -2.43103 -0.54990 0.091
H -1.83485 -4.91051 -2.17167 0.117
H -0.12417 -6.52612 -2.94578 0.117
H -1.18891 -1.44724 -2.99234 0.125
H 0.31105 -0.64204 -2.53790 0.120
Se -0.79902 -1.48492 3.10708 1.273
N 0.89915 -1.92074 3.06026 -0.194
C 1.48928 -1.17882 2.12446 -0.373
C 2.82470 -1.27024 1.64500 0.014
C 3.15887 -0.48001 0.59342 -0.038
C 2.20568 0.41434 0.01207 -0.096
N 0.98956 0.57358 0.45613 0.091
C 0.64252 -0.22594 1.50639 -0.488
N -0.62866 -0.21781 1.87934 -0.363
H 3.51822 -1.96959 2.09190 0.126
H 4.14986 -0.51970 0.16302 0.111
H 2.49035 1.01598 -0.84434 0.127
Se -3.72781 -0.03496 0.48945 0.342
```

Values from the calculation:
Spin multiplicity: 2
F_max in eV/Å: 0.67
Highest occupied orbital energy (spin up / spin down) in eV: -7.668 / -7.377
Energy in eV: -183826.1182

Here is a molecular structure, C24H27AsCl2O2PRu from the Open Molecules 2025 dataset. Energies are from ωB97M-V/def2-TZVPD.

Structure (XYZ):
```
58
Properties=species:S:1:pos:R:3:lowdin_charge:R:1
C 2.35220 3.28223 2.10835 -0.033
C 1.78588 2.47154 1.14550 -0.390
H 3.41974 3.50546 2.08514 0.133
H 2.07504 2.88868 3.10501 0.132
H 1.68433 4.19884 2.15738 0.141
O 1.72800 1.63232 0.22418 -0.035
Cl -0.39451 2.41848 1.47436 0.335
Ru -0.97321 0.62640 -1.89066 0.732
P -0.30595 3.19161 -1.89195 0.741
C 0.43840 3.49756 -3.53952 -0.283
C -1.96745 4.04427 -1.99781 -0.264
H 0.07530 4.65812 0.02409 0.013
H 0.50857 5.51605 -1.48708 0.078
H 1.64305 4.34565 -0.79188 0.045
C 0.56388 4.53162 -0.96013 -0.293
H -2.36523 3.84366 -0.98683 0.037
H -1.96219 5.13482 -2.18971 0.069
H 0.38890 4.54903 -3.88807 0.071
H -0.04768 2.85038 -4.28923 0.047
H -2.54558 3.52669 -2.77146 0.011
H 1.50959 3.22756 -3.48271 0.055
C 0.54845 0.29381 -2.84079 -0.364
O 1.06253 -0.02163 -3.85749 0.124
Cl -3.10363 0.58554 -3.05552 -0.084
C -2.61359 -4.43502 -1.84106 -0.053
C -3.26074 -3.22464 -1.63339 -0.045
C -2.55498 -2.17329 -1.03714 -0.192
C -1.20802 -2.40168 -0.72711 -0.438
C -0.54994 -3.63273 -0.88640 -0.071
C -1.29741 -4.64703 -1.47378 -0.050
As -0.28321 -0.89889 0.07099 1.265
C -0.91707 -0.94594 1.98964 -0.265
C -0.28741 -0.15596 2.94698 -0.145
C -0.86991 -0.08585 4.20399 -0.011
C -2.00777 -0.82092 4.51681 0.043
C -2.56902 -1.65421 3.56674 0.026
C -2.05205 -1.74137 2.27992 -0.011
C 1.58203 -1.67043 0.26121 -0.356
C 2.10899 -1.85548 1.53693 -0.100
C 3.42143 -2.35569 1.64640 -0.036
C 4.12769 -2.64271 0.45922 -0.046
C 3.56064 -2.41689 -0.77449 -0.060
C 2.28495 -1.91257 -0.93084 -0.107
H -3.13890 -5.26538 -2.29137 0.120
H -4.30821 -3.15793 -1.91712 0.123
H -3.01011 -1.21647 -0.78246 0.059
H 0.46115 -3.77613 -0.53934 0.097
H -0.88643 -5.63753 -1.66033 0.123
H 0.61011 0.39964 2.71685 0.067
H -0.42008 0.55277 4.94351 0.128
H -2.46046 -0.72849 5.48872 0.142
H -3.45577 -2.23474 3.84787 0.147
H -2.44740 -2.38274 1.50711 0.104
H 1.47997 -1.62427 2.42233 0.091
H 3.84234 -2.54982 2.63534 0.118
H 5.10769 -3.08301 0.57907 0.119
H 4.10183 -2.69621 -1.66278 0.120
H 1.79122 -1.72708 -1.86516 0.077
```

Values from the calculation:
Spin multiplicity: 6
F_max in eV/Å: 11.13
Highest occupied orbital energy (spin up / spin down) in eV: -13.910 / -14.610
Total charge: +2
Energy in eV: -127154.5457

Here is a molecular structure, C24H27BaNOSi from the Open Molecules 2025 dataset. Energies are from ωB97M-V/def2-TZVPD.

Structure (XYZ):
```
55
Properties=species:S:1:pos:R:3:lowdin_charge:R:1
C 0.34083 -1.65732 1.52852 -0.344
C 0.30300 -2.24505 0.24445 -0.369
C 1.38674 -1.73282 -0.50507 -0.342
H -0.41923 -2.95623 -0.11660 0.102
C 2.09643 -0.82916 0.32038 -0.363
C 1.45282 -0.77959 1.57683 -0.375
H 1.75426 -0.18352 2.42218 0.084
H -0.35555 -1.84012 2.33013 0.112
H 1.60473 -1.97623 -1.53063 0.099
H 2.97357 -0.27027 0.03878 0.104
Ba 0.00000 0.00000 0.00000 1.923
C -4.23422 0.55764 -5.30537 -0.043
H -3.25973 1.03210 -5.37910 0.013
H -4.17592 -0.45241 -5.70065 0.018
H -4.54162 0.52173 -4.26405 -0.008
Si -1.85503 -0.44981 -1.63923 0.384
C -3.49957 -1.00632 -0.86418 -0.376
C -3.53454 -2.06492 0.04854 -0.129
H -2.61353 -2.57658 0.29997 0.082
C -4.71588 -2.46307 0.65809 -0.098
H -4.71317 -3.29007 1.35768 0.098
C -5.90058 -1.79428 0.37894 -0.108
H -6.82331 -2.09519 0.85864 0.094
C -5.89210 -0.73956 -0.52341 -0.099
H -6.81250 -0.21637 -0.75196 0.096
C -4.70705 -0.35967 -1.13974 -0.125
H -4.71918 0.45965 -1.84883 0.074
C -1.36688 -1.84610 -2.83743 -0.356
C -2.18902 -2.95141 -3.06965 -0.103
H -3.17821 -2.98168 -2.62998 0.093
C -1.77139 -4.01299 -3.86296 -0.095
H -2.43269 -4.85528 -4.02559 0.097
C -0.51764 -3.99186 -4.45570 -0.108
H -0.19074 -4.81710 -5.07554 0.094
C 0.31661 -2.90149 -4.24188 -0.102
H 1.29685 -2.87143 -4.70233 0.097
C -0.10425 -1.85198 -3.43987 -0.161
H 0.56899 -1.01930 -3.27438 0.085
H -2.31430 0.66252 -2.56105 -0.058
H -4.95949 1.12924 -5.87755 0.010
O -0.02323 2.73807 -0.08036 -0.223
C 0.68757 3.83506 0.36962 -0.239
C 1.84195 3.39092 1.14778 -0.248
C 2.68025 4.38006 1.68984 -0.021
C 3.79500 4.01443 2.42408 -0.065
C 4.07030 2.67101 2.60011 -0.061
C 3.21636 1.71232 2.05072 -0.104
N 2.08330 2.05704 1.33175 0.106
H -0.79911 3.07499 -0.59940 0.127
H 1.05397 4.42524 -0.50013 0.149
H 0.03773 4.45597 1.02637 0.148
H 2.46707 5.43178 1.53789 0.119
H 4.44881 4.76816 2.84361 0.111
H 4.94900 2.36627 3.15452 0.106
H 3.53567 0.69683 2.20404 0.099
```

Values from the calculation:
F_max in eV/Å: 18.83
Highest occupied orbital energy in eV: -5.141
Energy in eV: -37426.1542